Entry 1:
Molecular formula: C35H35CrFN4O5S
Method: DFT, ωB97M-V/def2-TZVPD

frontier orbital gap (alpha / beta) = 0.2944 / 0.3070 Eh
calculated total energy = -95012.7639 eV

```
! wB97M-V def2-TZVPD RIJCOSX def2/J DEFGRID3
* xyz 3 2
C 0.24816 1.03456 -0.45159
H 3.66260 0.49899 7.46899
C 2.17677 2.47446 -0.51684
C -3.56715 -4.38215 -2.45141
C -3.63078 1.97261 -1.57278
C -4.15398 -5.41655 -3.16391
C 2.69307 -2.93847 -2.54328
O -2.12773 -1.15543 -2.86829
H 3.34665 0.47848 4.95224
N -2.98380 1.72031 -2.72186
H -5.24457 2.96067 -0.58800
C 1.06829 0.54577 3.71018
C -3.61046 -5.80895 -4.37788
C 0.59069 -3.68829 -1.64089
C -4.74405 2.78164 -1.52797
H -2.06270 -5.50636 -5.83643
C 0.68875 -1.70760 -3.02319
C 0.54125 0.84929 0.95330
C -3.42588 2.26430 -3.86871
H 4.92570 2.68873 -0.35821
H 1.89435 0.42833 8.79930
H -1.35916 0.47121 -5.52918
C -0.28039 0.03240 1.74987
C 2.55049 0.77360 5.63578
H -1.11633 -0.49279 1.30982
C 0.98366 2.22991 -2.61931
O -1.95932 0.69322 -4.80694
C 2.82163 0.04941 6.94684
H 2.45397 -4.68590 -1.31871
S -1.78940 -2.43331 -2.03272
C 0.53028 1.00697 7.33056
H -4.06759 -6.61730 -4.93267
H 3.03231 -1.00247 6.77244
H 3.75949 -3.07412 -2.66060
H -0.30750 0.98357 8.02405
C -2.47707 -5.18124 -4.89231
C 1.95952 -3.84660 -1.78800
C 3.56813 3.02335 1.37202
H 1.23010 -0.82488 7.99179
F -0.77101 -0.92953 3.81581
H -6.07216 3.99149 -2.70810
H 0.93192 2.01738 7.30239
H 0.01572 -4.40070 -1.06137
C -4.53341 3.08832 -3.89618
C -5.19976 3.35204 -2.70986
C 1.88435 1.33957 2.92466
C -2.43685 -3.76335 -2.97575
C 2.06069 -1.86864 -3.15979
H 3.23030 3.86043 1.96980
O -0.07169 1.72136 -3.26384
H -3.26071 1.82724 -5.96551
H -1.88118 2.72196 -5.27051
H -0.98922 -3.66712 -4.57205
H 0.19681 -0.90265 -3.56438
N 1.61224 0.11473 7.86912
H 2.62841 1.86016 5.77097
H -3.97644 -4.06343 -1.50069
C -0.03126 -2.61800 -2.27001
O 1.78561 2.92616 -3.17350
H 5.27969 2.58088 2.71643
H 2.62652 -1.17200 -3.76395
H -4.87107 3.51065 -4.83260
H -3.22437 1.50213 -0.68740
C 4.84613 3.16692 0.60800
Cr -1.36456 0.55672 -2.81767
C 1.11947 1.87801 -1.17122
N 1.28039 0.34610 5.07714
H 5.35762 4.11434 0.68853
H -0.60932 1.19979 5.55311
H -0.40296 -0.46235 6.08223
C -2.62195 1.93828 -5.09043
H 2.71077 1.87287 3.36616
N 2.45915 2.29277 0.76940
C 0.11353 0.49226 5.96682
O -0.77976 0.46156 -0.95468
C 4.78999 2.26663 1.80556
C 1.63915 1.48542 1.55009
H -5.02998 -5.91396 -2.77213
H 4.80379 1.20262 1.60985
C -0.00817 -0.11380 3.07322
H 2.82452 3.14040 -1.07106
C -1.87900 -4.15301 -4.19209
*
```

---

Entry 2:
Molecular formula: C35H35N7O5PRb
Method: DFT, ωB97M-V/def2-TZVPD

frontier orbital gap = 0.1715 Eh
calculated total energy = -67476.3881 eV
energy above the lowest of the compared OMol25 structures with the same formula, charge and spin = 3.3 kcal/mol

```
! wB97M-V def2-TZVPD RIJCOSX def2/J DEFGRID3
* xyz -2 1
H -4.07707 1.57804 0.16863
C -0.78113 -5.63048 -0.08083
H -3.60364 -0.67726 1.00511
N 4.70515 2.98163 -0.41056
H 2.50496 5.18435 -7.44889
H -3.68907 -1.71860 4.51784
H 3.67127 3.67471 -2.00586
H -0.66059 2.23433 3.54504
C 4.60756 2.09895 0.68540
C 0.02526 -4.44259 0.19320
C 3.61490 -2.09300 2.60944
H -2.32511 1.36845 0.16380
O -1.90673 -5.87268 0.35951
H 5.12993 -3.51255 3.13331
C 1.88645 -1.78121 4.06249
C -0.74386 4.00602 -5.90922
H 1.87136 -2.91990 5.87782
C 1.25651 -4.48599 -0.57243
C 1.41471 2.18942 -1.88064
O -0.34626 -3.50422 0.96656
C -3.34299 0.16436 1.65302
H 1.29810 3.08666 1.56554
C -0.64469 1.90999 -3.78209
C -3.59869 -1.54549 -1.75958
Rb 0.96277 -1.52618 0.14895
N 2.27003 1.63195 0.35188
H 4.05321 -1.84938 1.64789
H 0.23697 1.99304 0.62255
C -3.20447 1.42653 0.80753
C 3.62489 3.03525 -1.12684
H 2.58339 3.78531 -5.44223
C 3.59520 -3.33327 4.64248
C 1.23901 -5.71680 -1.39524
H -1.40509 1.70188 -4.51667
C -3.49194 -2.32891 3.63263
C 2.40466 2.32636 -0.90791
H -1.54725 2.48733 5.05009
C 1.62368 4.06681 -5.85648
C -0.58934 1.22229 -2.58287
C -2.13001 -2.04201 3.01276
H -1.20115 0.05946 4.77935
N -3.94639 -0.47294 -2.46696
N 0.44831 5.22023 -7.60290
C -2.30644 -1.72515 -1.28313
O 2.06494 -6.05550 -2.23361
C 4.21431 -3.02807 3.44280
H 2.20666 3.67065 -3.28712
H -1.60354 5.09668 -7.53825
H -2.90789 0.39457 4.55740
H -1.93419 -2.68978 2.15312
H -1.70459 3.71654 -5.50870
O 2.17557 -3.62928 -0.57824
C 0.43537 3.62725 -5.27341
H -3.57048 -3.37654 3.92807
H -4.36233 -2.28663 -1.55370
P -1.77370 -0.31605 2.49299
C 1.57692 4.84729 -6.99846
H 0.94447 -1.28172 4.26380
C -0.00200 -6.48794 -1.03122
C 1.16352 2.05882 1.19141
H -3.24473 1.29887 -3.26983
H -1.32372 -2.31083 3.70549
C -1.60836 2.04682 4.05210
C 2.40535 -2.69899 4.96339
N -1.35358 -0.83443 -1.53906
C -0.68262 4.79269 -7.05013
H -3.08598 2.31951 1.42385
H -4.29787 -2.14122 2.92062
H 3.43227 0.84686 1.92698
H 1.08039 1.38088 2.04565
N 0.35716 1.34008 -1.65779
H -4.16105 0.25675 2.37696
H 5.52149 1.90882 1.23521
N 2.47651 -1.47657 2.91169
H -2.03033 -2.59085 -0.68575
C 0.42194 2.80794 -4.02834
H -2.37875 2.59188 3.50518
C 3.47923 1.48936 1.05368
C -2.98304 0.40500 -2.71586
C 1.42143 2.94785 -3.11645
H 4.02476 -4.06958 5.31087
O -0.29138 -7.61088 -1.41298
C -1.67062 0.22823 -2.27043
C -1.91788 0.55677 4.11653
*
```

---

Entry 3:
Molecular formula: C35H36As2BrHfN3O10SeTe
Method: DFT, ωB97M-V/def2-TZVPD

frontier orbital gap = 0.2391 Eh
calculated total energy = -327486.8748 eV
energy above the lowest of the compared OMol25 structures with the same formula, charge and spin = 38.7 kcal/mol

```
! wB97M-V def2-TZVPD RIJCOSX def2/J DEFGRID3
* xyz 0 1
H -2.30187 -3.40939 1.02916
C -2.01258 -1.31559 -0.62002
C -0.23547 1.32982 4.24763
As -2.88939 -1.11992 -3.26059
C -4.14299 0.19277 -3.99893
C -0.39721 -2.25795 -3.89245
O -2.79009 -2.40189 -0.72734
H -1.43771 -3.95620 -0.43477
H -5.33154 1.45305 5.58436
C -4.47771 2.63124 7.15919
O 2.12941 0.50672 0.12945
C 1.20435 -1.64033 -5.64476
C 4.37716 1.39265 0.35288
H 1.76329 -0.82615 -5.17975
H -0.39315 -4.02230 3.25540
C -2.11216 2.98863 7.01903
H 1.51009 -1.53672 -2.64322
H -3.20606 1.09773 4.43016
H 1.73516 2.22373 4.28128
H -4.27644 -0.07510 -5.04592
O -1.07599 2.90008 -2.73091
C -0.51732 -5.67820 1.87857
C -1.01001 -0.93858 -4.01725
As 0.54926 0.73106 -2.20067
H -4.05037 2.45751 -0.30782
C 6.42284 0.19694 -0.11270
O 0.02552 2.18541 -5.36845
H 1.85894 2.96360 -5.58582
C -3.31393 3.18668 7.67204
C 1.32816 2.38284 -4.83586
N -0.14069 -6.24198 0.73528
C 1.08522 1.56601 3.70418
Hf 0.44053 -0.27598 0.61878
C 5.00999 2.56174 -0.05996
H 1.97933 -3.85134 -0.31420
H 3.70150 -0.94614 1.03610
C -1.87583 2.17036 -2.17499
C 0.83735 -3.75739 1.51136
C 1.25341 -4.34006 0.32165
H 0.42142 -1.21852 -6.27401
H 4.44352 3.48679 -0.06693
H -5.10252 2.29325 -1.73546
O 0.68119 -2.54465 -4.67278
H 3.28265 2.00154 2.71503
H 1.85697 1.44230 -4.67115
H -3.34499 3.77792 8.57769
H 8.06274 1.35699 -0.83943
H -3.83466 1.22893 -3.94894
C -0.73229 2.11178 5.21566
O -0.82231 -3.16377 -3.20701
O -3.15064 2.55613 -2.16666
O 4.60592 -1.01088 0.69685
C -1.39741 0.91254 -1.49784
Te -1.12401 1.98986 0.49892
C 0.73093 -5.58039 -0.02007
C -0.06311 -4.44165 2.31435
C -2.18468 -0.33634 -1.56583
H -1.20687 3.43248 7.41647
H -0.01677 2.84269 5.58701
C -2.03855 2.21575 5.85240
H -5.42358 2.78953 7.66055
Br -1.12262 -0.17640 3.48925
H 2.54455 2.46219 0.43162
C 5.10104 0.19254 0.33140
H 1.88520 -2.23091 -6.25376
C 6.33010 2.56814 -0.47100
C 7.03369 1.37161 -0.50456
C -0.87994 1.33874 -4.85488
C -4.42565 1.88025 5.99437
H 1.68880 -1.31686 -0.94226
N 2.76020 1.31334 2.18408
C -4.14936 2.00998 -1.29712
H 1.27722 2.94301 -3.90309
H -1.22469 -6.24820 2.47284
O -1.97936 1.33862 -5.34347
H 1.02767 -6.06637 -0.94319
N 1.48168 1.08811 2.58764
C -0.39033 0.27546 -3.90627
H 6.80005 3.49139 -0.78219
C -2.38606 -3.58604 -0.04083
Se 1.57000 -2.06518 2.07472
H 6.94005 -0.75323 -0.14993
H -4.08525 0.92972 -1.21313
O -1.19501 -1.25105 0.41332
C 2.91256 1.46500 0.72477
H -5.08942 0.03830 -3.47594
C -3.22155 1.66816 5.34507
H 0.11887 -1.84820 -1.64306
H -3.16221 -4.31997 -0.23768
C 0.97382 -1.18184 -1.76567
*
```